[1]
A cluster of 6 separate species, C26H34BrN2O20P in total in a non-equilibrium geometry, computed with ωB97M-V/def2-TZVPD.

```
84
Properties=species:S:1:pos:R:3:forces:R:3
C 1.99066 -1.82435 -1.65131 0.62 -0.60 0.11
C 2.03224 -2.22620 -3.10620 -0.62 0.29 0.08
C 1.44555 -1.20467 -4.06232 1.01 -0.29 -0.55
Br 1.47316 -2.17113 -5.79061 -0.30 0.08 -0.03
C 2.28017 0.12676 -4.15998 -1.10 -0.09 -0.49
C 2.57573 0.45847 -5.54260 0.83 0.73 -1.63
N 2.90547 0.82224 -6.59038 -0.37 -0.47 1.07
C 1.62459 1.41337 -3.49703 0.36 -0.95 1.42
C 1.30500 2.42364 -4.45998 -0.60 1.01 -1.08
N 1.02310 3.24384 -5.22092 0.18 -0.35 0.59
C 0.43472 1.16445 -2.57406 -0.44 0.45 -0.15
C -0.89698 1.20830 -3.25205 -0.04 -0.17 -0.70
O -1.15490 0.75698 -4.32608 -0.03 0.21 0.39
O -1.90985 1.81509 -2.47791 0.02 -0.47 -0.26
C -2.50163 0.84594 -1.68654 0.16 -0.22 0.95
C -3.83217 0.37537 -2.14788 -0.05 0.09 -0.11
O -1.94599 0.41107 -0.71204 -0.05 0.23 -0.47
P 3.05644 2.24649 -2.48531 1.50 0.90 -1.35
O 2.29201 3.29232 -1.51167 -0.17 -0.67 0.33
O 3.61918 1.01036 -1.58860 -0.86 0.22 0.41
H 2.20429 -2.71277 -1.06879 0.04 -0.24 0.25
H 2.77639 -1.12324 -1.42055 -0.06 0.50 0.20
H 1.01880 -1.48370 -1.33354 -0.35 0.26 0.14
H 1.44178 -3.11914 -3.23230 0.01 -0.28 -0.04
H 3.03837 -2.46253 -3.42251 0.36 -0.07 -0.03
H 0.39655 -1.05279 -3.89230 -0.32 0.33 0.04
H 3.25943 -0.07513 -3.74390 0.19 -0.03 0.56
H 0.38470 1.89946 -1.78537 0.25 0.26 0.29
H 0.47328 0.20236 -2.09103 0.22 -0.32 0.24
H -4.29165 1.05232 -2.84661 -0.18 0.31 -0.11
H -3.68482 -0.56403 -2.66547 0.13 -0.30 -0.17
H -4.44915 0.17568 -1.28768 -0.28 -0.01 0.24
H 2.39661 3.16760 -0.54625 -0.13 0.02 0.07
H 3.52063 1.12567 -0.63171 0.07 -0.30 0.19
O 4.78866 0.19869 1.19357 -0.29 -0.01 0.08
C 5.87412 0.44455 0.77038 0.08 0.00 -0.05
O 7.03286 0.18666 1.41181 0.01 0.01 -0.06
C 8.10762 0.40208 0.48562 0.14 0.02 -0.07
C 7.48526 1.36007 -0.51245 0.17 0.03 0.03
O 6.09909 1.01466 -0.42664 0.27 0.10 -0.03
H 8.97459 0.81303 0.99447 -0.10 0.01 0.18
H 8.37729 -0.55415 0.03499 -0.05 0.00 -0.02
H 7.60557 2.40510 -0.22390 -0.02 -0.01 0.05
H 7.85230 1.22688 -1.52580 -0.18 -0.08 -0.06
O 2.62123 2.87180 1.44716 0.04 0.05 -0.54
C 1.96899 1.95667 1.86492 -0.04 -0.04 0.08
O 1.12465 1.22283 1.11051 0.11 -0.05 0.02
C 0.69935 0.09423 1.90232 -0.23 -0.15 -0.03
C 0.90083 0.60514 3.30706 0.17 -0.09 0.07
O 1.97638 1.55114 3.13179 -0.01 -0.09 0.10
H -0.33384 -0.16395 1.68487 -0.01 0.22 -0.14
H 1.33852 -0.75378 1.67090 0.16 -0.04 -0.07
H 0.03791 1.12715 3.69020 -0.06 0.14 0.06
H 1.18702 -0.17072 4.01018 0.18 0.07 0.03
O -1.96912 0.32403 4.05246 -0.11 -0.17 0.01
C -2.54743 1.36348 3.97349 -0.09 0.00 -0.01
O -3.71244 1.54509 3.32852 -0.06 0.10 0.01
C -4.19876 2.86476 3.64700 -0.09 0.10 0.04
C -2.92408 3.58882 4.02388 -0.05 0.13 -0.06
O -2.10591 2.51525 4.51850 -0.01 0.10 -0.04
H -4.70360 3.30381 2.79141 0.05 -0.17 -0.12
H -4.89761 2.79460 4.47931 0.14 0.03 -0.14
H -2.42460 4.04153 3.16596 0.02 -0.05 -0.02
H -3.07157 4.34340 4.79052 0.08 -0.12 0.15
O -6.29994 3.24700 5.98209 -0.02 0.11 0.04
C -6.61211 2.15301 6.32936 -0.08 -0.03 0.09
O -6.10513 1.51894 7.40667 -0.04 -0.07 0.03
C -6.87377 0.32998 7.63043 -0.06 -0.13 0.05
C -7.44746 0.05934 6.25388 -0.01 -0.15 0.03
O -7.51297 1.37671 5.69115 0.00 -0.09 0.02
H -6.24003 -0.47162 7.99781 0.16 0.11 -0.02
H -7.64450 0.54505 8.37168 -0.02 0.04 -0.03
H -6.78733 -0.55282 5.63790 0.04 0.04 0.00
H -8.43340 -0.39512 6.27976 -0.09 0.16 -0.07
O 2.14880 -6.08378 -3.63729 0.19 0.00 0.03
C 0.96661 -6.04612 -3.61448 -0.07 0.03 -0.02
O 0.14865 -7.06927 -3.95812 -0.10 0.04 0.02
C -1.18795 -6.72518 -3.58120 -0.11 -0.01 0.02
C -1.13454 -5.21063 -3.55176 -0.13 0.05 -0.06
O 0.23882 -4.96328 -3.23403 -0.22 -0.19 0.03
H -1.90055 -7.11567 -4.30204 0.13 -0.07 -0.11
H -1.39872 -7.15542 -2.60059 0.03 0.03 0.02
H -1.35612 -4.76376 -4.52242 0.04 -0.03 -0.02
H -1.78631 -4.77270 -2.80037 0.15 0.05 0.11
```
Positions in Å, forces in eV/Å.

M ... 805.43 g/mol
E ... -5540.8907 Eh
LUMO level ... 0.2 eV
Total charge ... 0

=====

[2]
A cluster of 7 separate species, C56H55ClO3 in total, computed with ωB97M-V/def2-TZVPD.

```
115
Properties=species:S:1:pos:R:3:forces:R:3
C -1.30453 2.07122 0.85661 -0.10 -0.09 0.07
C -0.09799 1.81397 -0.01375 -0.19 0.06 -0.18
O 1.04236 1.61335 0.79886 0.06 0.00 0.10
C 2.16403 1.13076 0.12077 -0.05 0.29 -0.13
C 2.62610 -0.27218 0.44909 0.09 -0.09 0.07
C 3.89168 -0.58550 -0.05332 0.04 -0.18 0.00
C 4.41678 -1.86451 0.00506 -0.10 0.10 0.01
C 3.65952 -2.89380 0.54789 0.09 0.13 0.00
C 2.40033 -2.60726 1.04223 0.04 0.04 0.13
C 1.89160 -1.29517 1.04861 0.01 -0.05 -0.18
C 0.52757 -1.15816 1.65995 -0.08 -0.01 0.01
O 0.21188 -0.32310 2.46925 0.00 -0.01 0.00
C -0.41916 -2.25109 1.26642 0.02 -0.12 -0.03
C -1.76167 -1.99967 1.02677 0.14 -0.03 0.10
C -2.62090 -3.05378 0.72649 0.10 -0.07 -0.02
C -4.08813 -2.81066 0.49479 0.06 0.16 0.10
C -4.87584 -2.55801 1.78240 -0.07 -0.23 0.20
C -4.54418 -3.52275 2.91712 0.01 0.13 0.00
Cl -4.63948 -0.86049 2.33867 -0.02 0.11 0.08
C -2.10385 -4.35159 0.68284 -0.05 0.12 0.02
C -0.76809 -4.61055 0.94351 -0.03 0.06 0.04
C 0.08361 -3.55089 1.22547 -0.13 0.04 -0.01
C 1.53476 -3.74290 1.49283 0.06 -0.16 0.06
O 1.98550 -4.75467 1.98320 -0.04 0.05 -0.23
H -2.19038 2.12290 0.22183 -0.04 0.08 0.03
H -1.44734 1.27146 1.58315 0.06 -0.01 -0.03
H -1.21168 3.00533 1.40832 0.05 0.05 -0.03
H 0.05928 2.66574 -0.68855 0.10 -0.02 -0.03
H -0.27718 0.93882 -0.65369 0.06 -0.11 0.05
H 3.00509 1.80943 0.29552 0.01 0.01 0.09
H 1.98537 1.15702 -0.96236 0.01 -0.02 -0.04
H 4.47107 0.20182 -0.52224 0.01 0.03 0.00
H 5.40310 -2.05797 -0.39548 0.00 -0.03 0.01
H 4.02931 -3.90905 0.56877 -0.05 -0.05 0.05
H -2.11770 -0.97933 1.08754 -0.08 -0.03 -0.01
H -4.22133 -1.95229 -0.16431 -0.08 -0.05 -0.08
H -4.53866 -3.68234 0.01695 0.04 -0.04 -0.06
H -5.94053 -2.61736 1.57013 0.01 0.04 -0.17
H -4.24558 -4.49228 2.51843 -0.12 -0.07 -0.01
H -5.40765 -3.65343 3.56652 0.02 0.00 0.05
H -3.72021 -3.15318 3.52500 0.08 -0.01 -0.05
H -2.76890 -5.17204 0.44153 0.00 -0.02 -0.01
H -0.38854 -5.62319 0.91871 0.07 0.02 0.03
C -2.98843 -2.42079 6.66459 -0.02 0.02 -0.05
C -1.74631 -2.60743 6.07266 0.00 0.01 -0.03
C -0.88517 -3.58054 6.56188 0.00 0.00 0.00
C -1.26582 -4.36308 7.64340 0.00 0.00 0.00
C -2.50735 -4.17378 8.23613 0.01 0.00 0.00
C -3.36983 -3.20269 7.74646 -0.01 -0.04 -0.01
H -3.66045 -1.66352 6.27941 0.00 0.01 0.00
H -1.44904 -1.99310 5.23137 0.00 0.01 -0.01
H 0.08275 -3.72768 6.10028 0.01 0.00 0.00
H -0.59444 -5.12190 8.02442 0.00 0.00 0.00
H -2.80295 -4.78371 9.08052 0.00 -0.01 0.00
H -4.33676 -3.05263 8.20947 0.00 0.01 0.01
C 1.57965 4.52224 -2.83660 0.00 0.02 -0.01
C 2.58723 3.56670 -2.84966 0.00 -0.03 0.05
C 2.70214 2.69213 -3.92077 0.01 -0.02 0.01
C 1.81206 2.77299 -4.98343 0.00 0.00 -0.02
C 0.80753 3.73056 -4.97265 -0.01 -0.03 0.01
C 0.69173 4.60500 -3.89994 -0.02 -0.04 0.04
H 1.48826 5.20199 -1.99876 0.00 0.00 0.00
H 3.27752 3.49810 -2.01792 0.01 0.02 -0.01
H 3.48262 1.94145 -3.92994 0.00 0.00 -0.01
H 1.90427 2.08912 -5.81783 0.01 -0.01 0.00
H 0.11300 3.79652 -5.80045 -0.01 0.00 0.00
H -0.09412 5.34878 -3.89284 -0.02 -0.01 0.00
C -3.71193 -0.39725 9.87477 0.01 0.03 -0.01
C -4.53830 0.71789 9.86280 -0.01 0.00 0.01
C -5.35761 0.98684 10.95090 0.00 0.00 0.00
C -5.35085 0.14009 12.05063 0.00 0.00 0.00
C -4.52594 -0.97651 12.06166 0.00 0.00 0.00
C -3.70675 -1.24493 10.97380 0.00 -0.01 0.00
H -3.07150 -0.60828 9.02851 0.00 -0.01 0.00
H -4.54448 1.37716 9.00419 0.01 0.01 0.00
H -6.00171 1.85679 10.94189 0.00 0.00 0.00
H -5.98838 0.35057 12.89974 0.00 0.00 0.00
H -4.52175 -1.63761 12.91886 0.00 0.00 0.01
H -3.06289 -2.11553 10.97896 0.01 0.00 -0.01
C 0.12380 9.37942 -7.31225 0.00 0.00 0.00
C 0.66710 8.56265 -8.29390 0.01 0.00 0.00
C 1.24746 7.35085 -7.94536 -0.01 -0.01 0.00
C 1.28381 6.95277 -6.61577 0.01 0.03 -0.03
C 0.74276 7.77211 -5.63444 0.00 0.03 -0.02
C 0.16313 8.98457 -5.98221 0.00 0.00 0.00
H -0.32997 10.32389 -7.58356 0.00 0.00 0.00
H 0.63963 8.87145 -9.33097 0.00 0.00 0.00
H 1.67217 6.71477 -8.71151 0.00 0.00 0.00
H 1.73445 6.00719 -6.34454 0.01 0.00 0.02
H 0.77665 7.46759 -4.59680 0.02 0.00 0.01
H -0.25781 9.62286 -5.21596 0.00 0.00 0.00
C 0.47505 -3.69990 -4.63630 0.00 0.01 0.01
C -0.53998 -3.51072 -3.70822 0.00 0.00 0.00
C -0.28906 -2.80632 -2.53867 -0.01 -0.01 0.02
C 0.97809 -2.29391 -2.29789 -0.01 0.02 -0.01
C 1.99519 -2.48743 -3.22250 0.00 0.01 -0.01
C 1.74295 -3.18880 -4.39342 0.00 -0.01 0.00
H 0.27813 -4.24614 -5.54982 0.00 -0.01 0.00
H -1.52734 -3.91293 -3.89672 0.00 0.00 0.00
H -1.07790 -2.65963 -1.81037 0.00 0.00 0.01
H 1.17465 -1.74466 -1.38672 0.01 0.00 -0.01
H 2.98407 -2.09093 -3.02800 0.00 0.01 0.00
H 2.53421 -3.33784 -5.11704 0.00 0.01 -0.01
C 5.45917 0.59078 -5.79850 -0.01 0.00 0.00
C 5.05660 1.56327 -6.70371 -0.02 0.03 0.03
C 4.81903 1.22225 -8.02800 -0.01 -0.01 0.00
C 4.98527 -0.09073 -8.44678 -0.01 0.00 0.00
C 5.38964 -1.06243 -7.54186 0.00 0.00 0.00
C 5.62670 -0.72191 -6.21736 -0.01 0.00 0.01
H 5.64491 0.85670 -4.76527 0.02 0.00 0.00
H 4.92507 2.58679 -6.37573 0.00 0.00 0.00
H 4.50328 1.97998 -8.73347 0.00 0.00 0.00
H 4.79890 -0.35708 -9.47913 0.00 0.00 0.00
H 5.52143 -2.08557 -7.86942 0.00 0.00 0.00
H 5.94333 -1.47953 -5.51189 0.00 -0.01 0.00
```
Positions in Å, forces in eV/Å.

M ... 811.51 g/mol
E ... -2852.8243 Eh
LUMO level ... -0.6 eV
Total charge ... 0

=====

[3]
A cluster of 2 separate species, C4H9NO2 in total in a non-equilibrium geometry, computed with ωB97M-V/def2-TZVPD.

```
16
Properties=species:S:1:pos:R:3:forces:R:3
H 1.19990 -0.49472 1.01682 -0.04 -0.31 -0.49
N 0.31000 -0.23463 1.42548 0.01 0.07 -0.60
C -0.59502 0.14536 0.62878 0.06 -0.68 0.06
C -0.57694 -0.03267 -0.83632 -0.22 -0.10 -0.04
O 0.72441 -0.23950 -1.29205 -0.05 -0.05 -0.02
C 0.70627 -0.99020 -2.48265 0.08 -0.19 -0.33
H -1.52418 0.53674 1.06623 0.18 -0.18 -0.07
H -1.19070 -0.94161 -0.93961 -0.09 -0.01 -0.42
H -1.08586 0.78042 -1.37605 0.09 -0.07 0.13
H 0.30313 -1.99515 -2.28886 0.10 0.11 -0.11
H 0.08162 -0.50287 -3.24491 0.14 -0.07 0.04
H 1.73101 -1.06777 -2.84541 -0.10 0.00 0.02
C -0.01933 1.19551 2.77645 -0.20 0.95 0.46
O -0.93290 0.79474 3.46865 0.20 0.41 0.14
H -0.18716 1.86929 1.89255 -0.05 0.23 0.83
H 1.05575 1.17706 3.03090 -0.10 -0.11 0.41
```
Positions in Å, forces in eV/Å.

M ... 103.12 g/mol
E ... -362.9384 Eh
LUMO level ... 0.7 eV
Total charge ... 0
ΔE to the lowest compared entry with this formula, charge and spin ... 92.3 kcal per mole

=====

[4]
A structure of composition C2H7O3PS in a non-equilibrium geometry, computed with ωB97M-V/def2-TZVPD.

```
14
Properties=species:S:1:pos:R:3:forces:R:3
C -0.05951 -0.12082 2.13652 0.41 -1.34 -2.43
C 1.05295 0.03136 -2.44118 -2.83 -1.40 -1.23
O 0.84345 -1.36682 -0.28864 0.42 -0.59 0.81
O -0.39201 0.87207 -0.35727 -0.67 -0.32 0.75
O -2.46163 -0.34498 0.85164 -1.09 -1.29 -0.91
P -1.31758 0.52815 0.99724 1.81 0.06 1.34
S -0.08050 -0.61202 -1.10476 0.78 0.15 -2.31
H 0.94453 0.20675 1.94224 0.36 0.70 -0.17
H 0.02776 -1.19639 1.84519 -0.41 0.65 0.51
H -0.26575 -0.01977 3.14674 -0.78 0.23 1.88
H 1.07602 -0.72318 -3.28984 0.45 0.14 1.59
H 0.46945 0.75882 -2.97075 0.04 1.28 0.15
H 1.98131 0.32045 -2.03956 1.02 0.37 0.39
H -1.81850 1.66638 1.57243 0.48 1.36 -0.37
```
Positions in Å, forces in eV/Å.

M ... 142.12 g/mol
E ... -1045.6558 Eh
LUMO level ... 0.7 eV
Total charge ... 0
ΔE to the lowest compared entry with this formula, charge and spin ... 3.5 kcal per mole